11
Properties=species:S:1:pos:R:3 method="wB97M-V/def2-TZVPD" lumo_energy_ha=0.1416 total_charge=-1 largest_force_ev_per_a=6.2 e_tot_ha=-397.18288 de_lowest_kj_mol=317.5
C -1.004 -1.832 -0.245
N -0.708 -0.566 -0.411
C 0.365 -0.092 0.456
C 0.571 1.349 0.062
O 1.338 1.501 -0.994
O -0.008 2.262 0.602
O -0.733 -2.650 0.659
H -1.665 -2.219 -1.052
H 0.311 1.502 -1.281
H 1.291 -0.650 0.239
H 0.180 -0.307 1.514